[1]
This record from the OMol25 dataset describes a single C5H7NO molecule in a non-equilibrium geometry. The level of theory is ωB97M-V/def2-TZVPD.

XYZ file:
```
14
C5H7NO, DFT ωB97M-V/def2-TZVPD
C 0.0586 -1.2674 -1.8105
C -0.0979 -0.3048 -0.7154
C 0.2441 0.9916 -0.7957
O 0.1675 1.5551 0.4178
C -0.1239 0.4130 1.3600
N -0.1968 1.0058 2.5899
C -0.4623 -0.6606 0.6273
H 0.7353 -2.0698 -1.5102
H 0.4988 -0.7629 -2.6695
H -0.8989 -1.6996 -2.0925
H 0.6554 1.5145 -1.6574
H -0.2478 1.9452 2.2107
H 0.6236 0.9412 3.1771
H -0.9556 -1.6014 0.8683
```

Properties
**Structure (SMILES)**: Cc1coc(N)c1
**Relative energy (zero: lowest compared OMol25 entry of this formula, charge and spin)**: 39.8 kcal/mol
**Kohn-Sham gap**: 8.944 eV

=====

[2]
This record from the OMol25 dataset describes a molecular structure, C36H34BF7O2 in a non-equilibrium geometry. The level of theory is ωB97M-V/def2-TZVPD.

XYZ file:
```
80
C36H34BF7O2, DFT ωB97M-V/def2-TZVPD
F 0.0205 0.9813 8.2716
C 0.6662 1.4345 7.1435
C 1.1661 2.7360 7.1379
C 1.8307 3.1403 5.9685
F 2.3607 4.4094 5.9473
C 1.9939 2.3111 4.8719
C 1.4753 0.9963 4.9029
C 1.5542 0.1612 3.7577
C 0.9619 -1.1103 3.6813
C 1.1745 -1.9700 2.6028
C 0.7979 -3.3578 2.6816
C 1.7179 -4.3152 2.1920
C 1.4857 -5.6571 2.4891
F 2.4569 -6.5799 2.1977
C 0.3224 -6.0818 3.1257
C -0.6157 -5.1183 3.4933
F -1.7654 -5.5215 4.1291
C -0.4096 -3.7640 3.2659
C 0.8098 0.5540 6.0752
H 1.0387 3.3932 7.9895
H 2.4700 2.6744 3.9588
H 2.1324 0.5403 2.9199
H 0.3219 -1.4405 4.5043
H 1.8977 -1.7132 1.8283
H 2.6033 -3.9802 1.6680
H 0.1358 -7.1422 3.3116
H -1.1441 -2.9979 3.5171
H 0.3770 -0.4366 6.1232
C -2.3985 -1.1914 -3.9963
C -1.9194 0.2486 -4.2279
C -1.5123 0.4744 -5.6788
C -2.8634 1.3923 -3.5868
C -2.6425 2.8324 -4.1209
C -4.3426 1.0612 -3.5026
O -2.3936 1.4370 -2.2276
B -1.0307 1.3162 -2.5002
C 0.0030 2.3293 -1.8815
C 1.3094 2.4039 -2.3640
C 2.1355 3.4561 -1.9927
C 1.6469 4.3860 -1.0810
C 2.4959 5.5788 -0.7011
F 1.8469 6.7741 -0.8944
F 2.8398 5.5554 0.6298
F 3.6625 5.6748 -1.3932
C 0.4110 4.2552 -0.4745
C -0.3997 3.1950 -0.8506
C -0.2282 -1.3143 0.4388
C 0.3669 0.0749 0.6466
C 0.0861 -2.1133 -0.7005
C -0.6860 -3.2913 -0.9638
C -0.2651 -4.2480 -1.8818
C 0.8851 -4.0351 -2.6474
C 1.5665 -2.8245 -2.5210
C 1.2058 -1.8880 -1.5554
O -0.6808 0.3987 -3.4737
H -3.2021 -1.4659 -4.6944
H -1.5670 -1.8924 -4.1542
H -2.7547 -1.3377 -2.9707
H -2.3890 0.4614 -6.3393
H -0.9895 1.4380 -5.7845
H -0.8173 -0.3188 -5.9986
H -3.1031 3.0270 -5.0970
H -3.0973 3.5296 -3.3996
H -1.5778 3.1053 -4.1767
H -4.8171 1.0619 -4.4960
H -4.4932 0.0764 -3.0333
H -4.8617 1.8111 -2.8839
H 1.6803 1.6568 -3.0566
H 3.1170 3.5628 -2.4316
H 0.0534 4.9728 0.2528
H -1.3483 3.0609 -0.3606
H -1.2161 -1.4883 0.8661
H -0.3092 0.9016 0.4142
H 0.7780 0.2236 1.6605
H 1.2110 0.3136 -0.0055
H -1.6694 -3.3438 -0.4853
H -0.8671 -5.1340 -2.0389
H 1.2550 -4.8219 -3.3028
H 2.3640 -2.5817 -3.2300
H 1.6862 -0.9024 -1.5070
```

Properties
**Relative energy (zero: lowest compared OMol25 entry of this formula, charge and spin)**: 0.0 kcal/mol
**Kohn-Sham gap**: 4.746 eV

=====

[3]
This record from the OMol25 dataset describes 2 unconnected molecules or ions with the total composition C5H8Cl2 in a non-equilibrium geometry. The level of theory is ωB97M-V/def2-TZVPD.

XYZ file:
```
15
C5H8Cl2, DFT ωB97M-V/def2-TZVPD
C -1.1427 1.9310 0.8378
C -0.3152 1.0957 1.3623
C 0.6326 -0.2901 -1.3758
C 0.4792 -1.9306 0.5270
C 1.0553 -0.6697 -0.0583
Cl -1.2946 -1.9795 0.4945
Cl 2.5161 -0.1204 0.5798
H -1.5485 2.8414 1.3048
H -1.4307 2.0141 -0.1645
H 0.1019 0.8485 2.3178
H 1.0883 -0.9863 -2.1554
H 0.8939 0.7671 -1.6247
H -0.3988 -0.4010 -1.5443
H 0.6220 -2.8660 0.0325
H 0.6297 -1.8203 1.6460
```

Properties
**Relative energy (zero: lowest compared OMol25 entry of this formula, charge and spin)**: 116.5 kcal/mol
**Kohn-Sham gap (spin up / spin down)**: 8.156 / 8.561 eV

=====

[4]
This record from the OMol25 dataset describes a molecular structure, C32H22Cl3FO4PRuS in a non-equilibrium geometry. The level of theory is ωB97M-V/def2-TZVPD.

XYZ file:
```
65
C32H22Cl3FO4PRuS, DFT ωB97M-V/def2-TZVPD
Ru -0.3537 0.0276 0.7161
Cl -1.9924 -1.5422 0.2909
C -2.5886 -2.0989 1.8051
C -3.6489 -2.9838 1.8273
C -4.1299 -3.4237 3.0511
C -3.5655 -2.9744 4.2309
C -2.4899 -2.1010 4.2024
Cl -1.7784 -1.5718 5.6642
C -1.9675 -1.6455 2.9755
S -0.5732 -0.6038 2.9601
H -4.0802 -3.3245 0.9002
H -4.9489 -4.1199 3.0797
H -3.9495 -3.3057 5.1806
Cl 1.4033 -2.0167 0.0026
C 2.9572 -1.3348 0.3108
C 3.8993 -2.0570 1.0190
C 5.1258 -1.4730 1.2983
C 5.3872 -0.1778 0.8789
C 4.4442 0.5323 0.1565
C 3.2222 -0.0499 -0.1678
P 1.9593 0.7907 -1.1723
C 1.7939 -0.2191 -2.6793
C 0.8274 0.1447 -3.6170
C 0.6147 -0.6481 -4.7297
C 1.3407 -1.8170 -4.9036
C 2.3084 -2.1710 -3.9782
C 2.5379 -1.3843 -2.8654
C 2.7100 2.3757 -1.6250
C 3.1535 2.6087 -2.9265
C 3.8516 3.7682 -3.2145
C 4.0980 4.7080 -2.2244
C 3.6276 4.4922 -0.9374
C 2.9284 3.3364 -0.6359
H 3.6730 -3.0597 1.3478
H 5.8654 -2.0330 1.8506
H 6.3355 0.2831 1.1062
H 4.6541 1.5438 -0.1534
H 0.2455 1.0397 -3.4512
H -0.1351 -0.3672 -5.4533
H 1.1573 -2.4528 -5.7560
H 2.8893 -3.0693 -4.1132
H 3.3103 -1.6713 -2.1668
H 2.9830 1.8791 -3.7033
H 4.2088 3.9402 -4.2185
H 4.6489 5.6079 -2.4579
H 3.8039 5.2295 -0.1683
H 2.5546 3.1684 0.3624
F 1.1021 1.3634 1.0344
O -2.2021 1.5367 0.4942
C -1.9720 1.5859 -0.7288
O -0.9476 1.0390 -1.2391
C -2.9784 2.2290 -1.6166
C -3.0409 1.9094 -2.9717
C -4.0403 2.4186 -3.7905
C -4.9531 3.2667 -3.1995
O -6.0114 3.8998 -3.7522
C -6.6401 4.6155 -2.7076
O -5.9109 4.4215 -1.5173
C -4.8887 3.5879 -1.8297
C -3.9181 3.0696 -1.0131
H -2.3058 1.2271 -3.3665
H -4.1159 2.1645 -4.8339
H -7.6706 4.2491 -2.5752
H -6.6653 5.6857 -2.9584
H -3.8605 3.2790 0.0418
```

Properties
**Relative energy (zero: lowest compared OMol25 entry of this formula, charge and spin)**: 72.0 kcal/mol
**Kohn-Sham gap (spin up / spin down)**: 4.111 / 4.103 eV
**Total charge**: +1

=====

[5]
This record from the OMol25 dataset describes a single C2H7N3OS molecule in a non-equilibrium geometry. The level of theory is ωB97M-V/def2-TZVPD.

XYZ file:
```
14
C2H7N3OS, DFT ωB97M-V/def2-TZVPD
C -2.3526 -0.3942 0.3559
O -1.5295 -0.4884 -0.7667
N -0.2655 -0.3056 -0.4530
C 0.2870 0.9375 -0.3846
S -0.5518 2.3071 -0.1533
N 1.6170 0.8001 -0.0259
N 2.1957 -0.5255 0.0048
H -3.5777 -0.2226 0.1454
H -1.8499 0.5027 0.8551
H -2.1650 -1.3336 0.9435
H 0.2852 -1.1457 -0.7462
H 2.2969 1.4088 -0.1723
H 3.2173 -0.6543 -0.6461
H 2.3929 -0.8862 1.0433
```

Properties
**Structure (SMILES)**: CONC(=S)NN
**Relative energy (zero: lowest compared OMol25 entry of this formula, charge and spin)**: 97.2 kcal/mol
**Kohn-Sham gap**: 8.811 eV

=====

[6]
This record from the OMol25 dataset describes a gas-phase ion, H2N2O4P (charge -1) in a non-equilibrium geometry. The level of theory is ωB97M-V/def2-TZVPD.

XYZ file:
```
9
H2N2O4P, DFT ωB97M-V/def2-TZVPD
N -0.2622 0.3977 0.2608
P 1.2549 1.2541 0.0182
O 1.2568 2.2427 -1.0581
O 1.8186 1.3070 1.3830
O 2.3083 -0.0805 -0.7504
N 2.8688 -0.8463 0.2498
O 3.6019 -1.7176 -0.1487
H -0.4002 0.4622 1.2636
H -1.1382 0.5173 -0.2328
```

Properties
**Structure (SMILES)**: N[P@@](=O)([O-])ON=O
**Relative energy (zero: lowest compared OMol25 entry of this formula, charge and spin)**: 8.8 kcal/mol
**Kohn-Sham gap**: 9.771 eV
**Total charge**: -1